[1]
A structure of composition C24H47KNO10S5, computed with ωB97M-V/def2-TZVPD.

For the lowest unoccupied orbital energy, the calculation gives -0.064 Eh. Its spin multiplicity is 1. As for the total charge: +1.

Each line ends with the Löwdin charge.
Element x y z (Å)
H 2.62 -3.57 -4.53  0.122
C -4.04 3.50 0.16  -0.207
H -4.27 4.54 0.41  0.105
H 2.20 -1.65 5.41  0.121
C 5.55 -1.66 -1.72  -0.214
K -0.05 0.15 -0.23  0.732
H -4.67 3.51 2.82  0.121
C -5.83 -1.82 -0.47  -0.209
C -4.95 2.56 0.94  -0.226
H -2.83 1.19 1.85  0.075
C 6.00 -0.53 -0.77  -0.202
S -2.37 3.24 0.82  0.697
H 1.48 4.74 2.20  0.126
H 4.19 0.75 -0.45  0.084
S -0.71 -1.21 3.28  0.694
H 2.16 5.20 -0.72  0.107
C 1.06 -0.56 -4.69  -0.208
O -1.61 2.44 -0.13  -0.396
H 3.15 -1.16 -5.28  0.114
H -4.90 -1.43 1.61  0.104
O -2.15 -2.64 0.57  -0.324
H 0.06 0.01 5.16  0.110
H 1.83 -1.81 -6.23  0.121
N 2.01 2.12 0.58  0.157
H -6.02 2.77 0.89  0.120
C 2.14 -2.66 -4.17  -0.212
C 2.42 6.98 0.54  -0.098
H 3.49 6.78 0.61  0.073
C 0.70 -3.07 -3.88  -0.206
H 0.94 -3.52 4.46  0.121
H 2.32 7.71 -0.26  0.074
H 3.98 -3.34 -1.30  0.107
H 1.51 0.13 -3.96  0.103
H -2.32 2.39 3.09  0.108
H -0.22 -1.69 5.57  0.113
H 5.25 -2.91 -0.10  0.109
O -0.61 -0.98 -2.69  -0.397
C 2.07 3.22 0.90  -0.180
H 6.76 -0.96 -0.12  0.120
C 0.43 -2.46 2.62  -0.212
H 0.99 -2.04 1.79  0.068
H 2.60 -2.30 -3.25  0.092
C 4.78 -0.05 0.01  -0.198
H 6.37 -2.27 -2.08  0.121
H -0.10 -3.32 2.19  0.103
H 0.39 -3.56 -2.96  0.110
C -4.42 2.54 2.39  -0.200
S -0.28 -1.56 -3.97  0.689
C -5.24 -2.67 -1.63  -0.199
O -2.97 -0.48 -0.30  -0.359
C 2.13 -1.54 -5.21  -0.192
H 3.12 4.92 1.64  0.114
H -6.81 -2.24 -0.26  0.116
H 1.98 7.35 1.46  0.081
H 5.05 -1.19 -2.57  0.111
C 2.12 4.61 1.33  -0.171
H 0.69 0.14 -5.44  0.108
H -5.68 -3.66 -1.55  0.114
C 1.60 -1.47 4.51  -0.216
H 2.18 -0.78 3.89  0.117
O -1.30 -1.74 -4.98  -0.309
H 0.32 -3.63 -4.73  0.107
H 6.51 0.23 -1.37  0.120
O -1.84 4.50 1.31  -0.325
C 1.76 5.64 0.20  -0.233
O -0.55 0.04 2.52  -0.399
H -4.91 1.53 0.56  0.099
C 4.60 -2.54 -0.91  -0.219
H -5.91 -0.77 -0.74  0.108
O 2.40 -1.11 -0.69  -0.405
H 5.06 0.27 1.02  0.107
H -4.13 3.40 -0.92  0.110
C -2.93 2.21 2.22  -0.203
S 3.59 -1.43 0.09  0.702
H 0.68 5.68 0.14  0.100
H -3.46 -3.74 -1.43  0.105
C 0.20 -1.01 4.83  -0.221
H -4.95 1.77 2.95  0.117
C -4.89 -2.05 0.71  -0.190
O -2.02 -1.73 3.51  -0.315
C 1.38 -2.80 3.77  -0.206
H -3.10 -2.45 -2.47  0.096
H -5.62 -2.25 -2.56  0.117
H -4.99 -3.09 1.01  0.114
C -3.71 -2.69 -1.60  -0.209
O 3.46 -1.89 1.47  -0.319
H 2.30 -3.20 3.35  0.105
S -3.21 -1.90 -0.06  0.691

[2]
A cluster of 2 separate species, C24H48BFN2O7S in total, computed with ωB97M-V/def2-TZVPD.

The energy relative to the best compared isomer or geometry (same formula, charge and spin) is 20.37 kJ/mol. For the lowest unoccupied orbital energy (alpha / beta), the calculation gives 0.078 / 0.075 Eh. Its spin multiplicity is 2. As for the total charge: -1.

Each line ends with the Mulliken spin population.
Element x y z (Å)
H -2.59 -5.40 2.02  0.000
F -3.20 1.20 3.89  0.000
H -1.29 1.07 3.35  0.000
H -2.19 3.20 2.61  0.000
C 3.39 1.37 -2.84  -0.018
N 1.50 2.83 -2.29  0.397
H -1.50 -1.30 0.47  -0.002
B -4.77 -0.97 2.27  0.000
H -3.04 -2.64 0.79  0.000
H 1.30 -2.18 1.77  0.000
H -5.27 -1.87 1.60  0.000
O -5.22 -5.87 -1.69  0.000
H 0.48 -2.00 0.24  -0.001
O 1.45 2.11 -1.24  0.535
H -5.49 -5.41 -2.50  0.000
O 4.54 -0.96 2.24  0.000
C -1.37 -0.40 1.06  0.000
H -1.48 0.43 0.36  -0.001
H 1.96 4.73 -0.33  0.005
C 4.10 -3.28 2.22  0.000
H -2.02 -1.07 4.03  0.000
C 1.01 -1.44 1.01  -0.011
H 0.74 5.80 -3.56  0.000
H 4.76 3.77 -2.68  -0.001
H 0.06 -0.51 2.72  0.000
H -5.59 -0.16 2.72  0.000
C 4.06 -1.89 1.63  0.000
H -2.42 -3.47 3.50  0.000
C -2.26 1.08 2.85  0.000
O -6.12 -4.84 0.36  0.000
H 2.08 2.61 -4.94  -0.011
C -2.50 -0.26 2.09  0.000
H -0.94 -2.78 2.87  0.000
C -2.03 -2.78 2.75  0.000
O -3.73 -0.22 1.46  0.000
C -0.37 3.97 -1.19  -0.016
C 2.87 2.80 -2.92  0.021
H -4.12 -4.53 2.10  0.000
H 0.51 0.60 1.46  0.002
H 3.12 -3.75 2.21  0.000
H 1.40 6.09 -1.30  0.000
H 2.83 -2.61 -1.37  0.000
H -3.69 -6.39 0.26  0.000
C 0.36 4.78 -3.41  0.015
O -4.81 -3.50 -1.29  0.000
H 4.35 1.31 -3.36  -0.001
C -3.55 -5.32 0.16  0.000
C -2.45 -3.35 1.37  0.000
H 4.77 -3.93 1.66  0.000
H 3.81 2.93 -4.85  0.001
C -2.42 2.32 2.00  0.002
H 3.16 5.65 -2.99  0.000
C -2.61 -1.41 3.15  0.000
O -3.96 -1.54 3.41  0.000
H 3.99 3.33 -1.16  0.006
H 2.70 0.67 -3.32  0.001
C 3.25 -2.90 -0.41  0.000
H -1.07 3.26 -1.63  -0.003
N 3.46 -1.70 0.39  0.001
H -0.88 4.94 -1.10  0.000
H -0.11 3.62 -0.20  0.009
H 4.45 -3.19 3.25  0.000
H 2.54 0.07 0.98  -0.003
H -1.73 2.32 1.14  -0.001
C 3.22 5.15 -2.01  -0.019
H 4.20 -3.41 -0.59  0.000
C -3.21 -4.66 1.51  0.000
C 2.85 3.18 -4.41  0.018
C 2.28 -0.82 0.41  0.018
C 0.85 4.17 -2.08  0.009
H 2.08 -0.52 -0.62  -0.006
H -3.45 2.38 1.66  0.000
S -5.04 -4.72 -0.57  0.000
H 2.56 -3.62 0.05  0.000
H 0.65 4.20 -4.28  -0.013
H 3.89 5.76 -1.40  0.001
H 2.68 4.24 -4.59  0.001
C 1.84 5.09 -1.36  0.027
C 3.80 3.74 -2.16  0.023
H -0.73 4.83 -3.43  0.000
H -1.54 -3.56 0.79  0.000
H 3.54 1.04 -1.81  0.009
C 0.07 -0.39 1.63  0.006
H -2.77 -5.14 -0.59  0.000

[3]
A cluster of 8 separate species, C24H48Br8O8S4 in total, computed with ωB97M-V/def2-TZVPD.

The energy relative to the best compared isomer or geometry (same formula, charge and spin) is 2.66 kJ/mol. For the lowest unoccupied orbital energy, the calculation gives 0.002 Eh. Its spin multiplicity is 1. As for the total charge: 0.

Each line ends with the Löwdin charge.
Element x y z (Å)
H 3.34 5.37 2.88  0.117
H 0.98 2.68 -3.85  0.051
H 2.06 5.12 1.80  0.098
H -4.23 3.16 2.94  0.061
H -3.11 -7.42 -1.78  0.113
H -3.56 1.15 4.20  0.060
H 1.69 -2.73 4.48  0.111
H -1.66 6.06 0.44  0.053
O -3.83 -4.58 -0.51  -0.323
H 1.98 2.57 -6.14  0.122
Br 0.37 4.64 -1.10  0.696
H -4.50 -7.31 0.29  0.108
C 3.50 3.48 1.70  -0.204
O 0.32 -4.37 2.58  -0.339
C 1.39 3.58 -4.31  -0.262
H 2.75 -3.28 -4.03  0.053
H -2.16 -0.58 -1.19  0.065
H 0.31 -2.32 5.51  0.110
Br -2.98 1.63 1.29  0.744
C 1.99 3.86 3.61  -0.201
H 1.83 5.60 -6.14  0.105
C -0.11 -1.02 -0.62  -0.618
Br 1.07 -3.62 -5.86  0.579
H -1.73 -2.72 2.14  0.082
H 0.72 -1.14 2.72  0.109
H -0.88 -5.66 0.96  0.076
H -3.25 5.39 0.03  0.060
H 0.76 4.44 -4.05  0.085
O 1.85 1.18 3.70  -0.326
H -2.59 -3.09 3.67  0.098
Br 1.87 -5.14 -1.54  0.657
C -1.24 -6.75 -0.86  -0.224
C -1.36 -5.48 -0.01  -0.234
H -1.65 -1.07 4.65  0.119
H -0.41 -7.40 -0.57  0.104
H 1.11 4.24 4.13  0.104
H -1.70 -0.56 2.96  0.065
H 0.21 -4.87 -3.47  0.038
H 2.70 4.65 -7.31  0.106
C -3.21 2.79 2.85  -0.656
H 2.67 3.63 4.43  0.106
C -3.43 -7.12 0.32  -0.220
S -3.11 -5.34 0.49  0.672
Br -0.77 0.46 -3.03  0.609
O 4.74 3.74 -5.64  -0.333
S 1.46 2.27 2.85  0.678
C -2.56 -7.55 -0.84  -0.221
Br -2.36 6.71 -1.89  0.591
C 2.09 -4.12 -4.22  -0.634
O -0.68 -4.69 4.86  -0.324
H 3.26 2.84 -3.57  0.104
C 2.34 4.64 -6.28  -0.228
C 2.72 4.57 2.47  -0.221
C 0.64 -2.46 4.48  -0.226
O 0.10 2.33 2.36  -0.355
H 0.47 3.50 -6.23  0.119
H -1.96 3.56 -1.34  0.063
H -1.23 0.82 -0.62  -0.026
C -2.23 5.53 -0.32  -0.681
C -1.67 -2.70 3.23  -0.204
H 2.66 -5.02 -4.43  0.050
Br 1.69 -0.23 -0.80  0.650
H -2.37 -8.63 -0.80  0.112
O -3.22 -5.01 1.89  -0.331
S 3.73 4.64 -5.11  0.683
H 2.84 4.51 -2.94  0.069
H -1.04 -6.44 -1.88  0.087
S -0.31 -3.82 3.76  0.692
H -0.18 -1.96 -1.15  0.038
H -3.05 -7.57 1.24  0.108
H -0.97 -4.54 -0.38  0.073
H -1.83 1.50 3.89  0.013
C -1.26 -1.28 3.65  -0.224
C -1.18 -0.10 -1.19  -0.674
H 3.04 1.37 1.38  0.074
H -0.26 -1.20 0.45  0.043
C 1.05 -4.27 -3.12  -0.678
H -2.56 3.67 2.82  0.046
C -1.51 4.27 -0.64  -0.688
H -1.45 3.63 0.25  -0.017
H 0.58 -0.34 4.30  0.085
H 4.33 3.15 2.33  0.120
H 2.03 2.44 0.47  0.039
C 2.81 3.81 -3.77  -0.220
H 3.94 3.94 0.81  0.117
C 0.27 -1.20 3.71  -0.222
O 4.05 6.01 -4.76  -0.330
C 1.48 3.49 -5.82  -0.233
C -2.82 1.92 4.03  -0.731
C 2.54 2.34 1.42  -0.271
Br -2.82 3.11 5.58  0.650
H 0.68 -3.27 -2.90  0.038

[4]
A cluster of 6 separate species, C24H48Cl10FO6PS in total, computed with ωB97M-V/def2-TZVPD.

For the lowest unoccupied orbital energy, the calculation gives 0.014 Eh. Its spin multiplicity is 1. As for the total charge: 0.

Each line ends with the Löwdin charge.
Element x y z (Å)
H 2.17 -3.57 -3.10  0.062
C 3.72 -2.48 -2.11  -0.654
Cl -4.85 5.29 5.97  0.531
C -3.16 -3.81 -4.37  -0.672
H -0.32 5.21 4.75  0.079
H 2.47 -1.81 2.09  0.046
C -5.29 6.84 5.21  -0.667
C -0.31 -0.67 1.95  -0.159
H 1.17 -4.09 3.56  0.116
H -3.72 -3.07 -4.94  0.069
H 3.03 -3.42 2.47  0.132
H 1.29 -3.57 -8.30  0.074
C -0.60 5.17 3.69  -0.084
C 0.70 -2.70 -8.01  -0.639
C 0.51 1.60 1.15  -0.199
C -1.88 -3.24 -3.83  -0.662
C -1.95 -2.11 0.54  -0.118
O 1.03 4.29 1.07  -0.283
Cl 6.64 2.50 2.15  0.541
H -1.59 5.64 3.55  0.027
C -0.60 -2.03 1.27  -0.386
H -2.21 -1.21 -0.03  0.099
H -1.98 1.74 -1.82  0.076
H 7.53 1.29 0.35  0.074
H 3.28 -2.66 -1.14  0.035
H -0.62 -4.10 1.86  0.131
C -0.11 2.81 -1.69  -0.264
C -3.17 -2.41 1.44  -0.363
Cl -2.71 7.71 4.91  0.565
C -0.67 0.57 1.08  -0.189
Cl 5.49 -2.50 -1.89  0.561
Cl -0.71 -3.31 -7.11  0.586
H 0.15 3.15 3.42  0.100
H -2.94 -4.65 -5.03  0.068
H -0.66 0.22 0.03  0.090
H 5.76 -0.33 -0.06  0.025
H -1.17 -3.05 3.16  0.108
P -0.08 3.31 0.83  0.586
C -1.08 1.84 -2.44  -0.066
H -4.34 -1.74 3.09  0.088
H 0.82 2.33 -1.39  0.100
H -4.63 8.15 3.65  0.072
C -0.78 3.70 3.25  -0.305
H -0.63 0.87 -2.65  0.047
H -1.92 -2.92 -0.21  0.104
H -4.08 6.48 3.45  0.065
H -1.37 -3.95 -3.17  0.068
O -0.82 3.46 -0.62  -0.202
H -1.40 2.35 -3.36  0.074
H 0.13 5.68 3.06  0.072
H -1.21 -2.99 -4.65  -0.004
S 0.82 -2.31 0.09  0.744
H -0.86 -0.58 2.90  0.120
H 0.18 3.60 -2.39  0.119
H -4.05 -2.25 0.81  0.146
H 5.02 1.26 0.09  0.074
H 3.43 -1.48 -2.44  0.076
Cl -4.22 -4.42 -3.08  0.539
H 3.64 -4.52 -2.82  0.074
H 1.02 1.57 2.12  0.093
H -1.62 1.04 1.33  0.107
C -3.36 -1.51 2.67  -0.024
Cl -2.14 -1.74 -2.91  0.602
Cl 4.50 -0.15 1.91  0.584
H 2.46 -1.52 -7.72  0.075
O 0.42 -2.93 -1.17  -0.306
H 1.01 -2.36 3.83  0.118
C 2.16 -2.86 2.10  -0.236
O 1.88 -3.37 0.78  -0.216
Cl 0.71 -0.22 -6.84  0.540
H 1.82 -2.21 -6.23  -0.003
H 7.37 0.29 1.80  0.067
F -3.23 -3.75 1.79  -0.007
H -6.25 6.70 4.73  0.071
C -0.43 -3.14 2.36  -0.133
H -1.52 3.26 3.94  0.116
C -4.27 7.27 4.18  -0.657
H -3.42 -0.46 2.34  0.090
H -5.39 7.58 5.99  0.067
H 1.25 1.34 0.39  0.075
H 0.75 -0.57 2.23  0.096
H -2.62 -1.66 3.45  0.065
H 0.34 -2.21 -8.91  0.069
Cl 3.78 -3.18 -4.76  0.574
C 3.26 -3.53 -3.09  -0.631
O -1.29 3.61 1.92  -0.223
O 1.56 -1.07 -0.17  -0.293
C 6.87 1.03 1.18  -0.663
C 5.57 0.50 0.63  -0.648
C 0.97 -3.14 3.05  -0.137
C 1.54 -1.76 -7.18  -0.680

[5]
A structure of composition C24H48Cl2P2Ti, computed with ωB97M-V/def2-TZVPD.

The energy relative to the best compared isomer or geometry (same formula, charge and spin) is 33.92 kJ/mol. For the lowest unoccupied orbital energy (alpha / beta), the calculation gives 0.100 / 0.100 Eh. Its spin multiplicity is 2. As for the total charge: -1.

Each line ends with the Mulliken spin population.
Element x y z (Å)
H 1.64 5.35 -0.46  0.000
H -3.13 -0.96 -0.08  0.000
H -2.42 -2.23 2.01  -0.001
H -0.31 3.19 -2.73  -0.002
H -0.36 5.53 -1.59  0.000
H -2.15 -4.45 -2.48  0.000
C 1.77 3.19 -0.90  -0.029
H -2.93 -4.62 -0.89  0.000
H 2.39 -3.71 -2.26  0.000
P 0.00 2.63 -0.44  -0.004
H 0.85 -0.16 3.29  -0.002
C -0.45 3.75 0.98  0.000
H 0.00 4.00 3.07  0.000
H -2.59 4.07 0.51  0.000
H -2.37 -3.86 2.72  0.001
H -2.01 5.17 -1.10  0.000
H 0.03 -4.38 2.71  0.001
C 4.17 -0.85 2.79  0.005
H -2.13 1.62 -2.35  0.003
H 3.43 1.90 -0.33  -0.002
C 0.38 3.41 2.22  0.013
C -2.30 2.66 -2.06  -0.009
H 1.08 -3.87 1.40  0.000
H -4.14 -1.31 -1.49  0.001
H 0.92 -5.53 -2.22  0.000
H -4.14 -2.43 -0.12  -0.001
C -0.97 3.39 -1.88  0.007
C -3.51 -1.76 -0.72  -0.002
H 3.54 3.52 0.39  0.000
H 1.92 2.62 -1.83  -0.002
C 0.32 -5.05 -1.43  0.000
H -2.16 4.11 2.23  -0.001
H -3.25 -3.60 1.20  0.000
H 5.13 -1.28 0.93  0.000
H 1.37 4.96 -2.17  0.000
H 1.89 -2.03 -1.99  -0.004
C 1.80 -3.05 -1.61  0.021
H 0.77 -5.34 -0.47  0.000
H 3.01 4.91 -1.49  0.001
C 1.94 4.68 -1.28  0.000
H 2.96 -0.49 4.55  0.000
C 4.20 -0.97 1.39  -0.001
H -1.60 5.24 -2.81  0.000
H -0.11 -3.31 -2.62  -0.003
H 2.41 2.31 1.02  -0.003
H -2.87 2.68 -1.12  0.002
H -1.20 -4.65 0.59  -0.006
H 5.07 -1.04 3.38  0.000
H 0.28 2.35 2.50  0.002
C 2.96 -0.55 3.45  -0.005
H 0.32 -2.65 2.40  0.001
Cl 0.89 0.24 -2.11  0.022
H 1.44 3.65 2.08  0.000
C -1.07 -3.63 0.99  -0.002
H -2.89 3.15 -2.84  -0.001
C 3.03 -0.76 0.63  0.033
C -1.23 4.91 -1.83  0.000
H -2.20 2.56 1.40  -0.001
H -1.19 1.10 -0.35  -0.068
H -2.11 -2.03 -2.33  0.002
C 2.85 2.72 0.10  0.011
C 0.35 -3.53 -1.63  -0.015
C -2.37 -2.55 -1.40  0.003
H -3.82 -3.92 -2.24  0.000
H 3.12 -0.84 -0.46  0.000
H 2.25 -3.07 -0.61  -0.001
C 1.83 -0.40 1.30  -0.035
C -2.36 -3.31 1.77  0.005
H -0.68 -5.50 -1.49  0.000
C 0.15 -3.62 1.92  0.019
P -0.74 -2.50 -0.47  0.021
Ti 0.04 -0.06 0.04  1.006
C 1.78 -0.33 2.71  -0.001
H -0.24 4.79 0.68  -0.002
Cl -1.48 0.18 1.85  0.019
C -1.95 3.62 1.27  0.003
C -2.82 -3.97 -1.77  -0.001